# 1
Computed, not measured: a 15-piece molecular cluster, C3H32NO17 overall, with wB97M-V/def2-TZVPD.

XYZ file:
```
53
Properties=species:S:1:pos:R:3
O -2.389 0.602 1.724
C -1.835 -0.516 1.317
C -0.381 -0.831 1.254
N -0.004 -0.371 -0.114
C 0.513 -1.152 -1.084
O 0.864 -0.614 -2.224
O 0.538 -2.399 -0.900
H -2.535 -1.278 0.954
H 0.196 -0.130 1.883
H -0.179 -1.878 1.470
H 0.094 0.629 -0.199
H 3.880 -0.316 -1.975
H 2.387 0.056 -2.211
O 3.294 0.443 -2.056
H -2.977 -1.201 -2.989
H -3.070 -2.130 -1.830
O -3.411 -1.268 -2.121
H -2.197 1.401 -2.414
H -2.923 2.602 -2.271
O -2.108 2.322 -2.721
H 2.444 -3.946 1.046
H 1.752 -3.205 -0.124
O 2.643 -3.406 0.274
H -1.286 -0.568 -4.299
H -0.457 -1.051 -3.073
O -1.150 -1.345 -3.748
H 3.611 -1.332 2.751
H 2.688 -2.104 1.842
O 2.892 -1.972 2.782
H 1.827 2.217 2.856
H 0.681 3.084 3.291
O 1.552 2.748 3.612
H -0.618 1.137 3.870
H -1.977 0.796 3.858
O -1.139 0.316 3.866
H -1.500 1.971 2.240
H -0.198 2.500 1.494
O -0.738 2.623 2.288
H 2.103 3.322 0.770
H 1.575 2.157 -0.344
O 1.788 2.446 0.570
H 3.233 0.965 0.933
H 3.727 0.250 -0.277
O 3.987 0.430 0.649
H -1.429 -3.843 -0.972
H -1.249 -3.158 -2.305
O -1.894 -3.675 -1.800
H 0.503 1.065 -1.989
H -0.474 2.309 -1.987
O 0.333 1.950 -1.584
H -3.390 1.357 0.704
H -3.670 0.560 -0.513
O -3.928 1.432 -0.176
```

As for the charge: -2. The electronic energy comes out at -39930.5816 eV. The gap between HOMO and LUMO (alpha / beta) is 0.144 / 0.270 Eh. The LUMO energy (alpha / beta) comes out at 0.1826 / 0.1823 Eh. The calculation puts the HOMO energy (alpha / beta) at 0.03817 / -0.08745 hartree. As for the multiplicity: 2.

Atomic partial charges in e from the Löwdin method, atoms 1 to 8: atom 1 (O): -0.28, atom 2 (C): -0.32, atom 3 (C): -0.15, atom 4 (N): 0.10, atom 5 (C): -0.65, atom 6 (O): -0.14, atom 7 (O): -0.06, atom 8 (H): 0.08

---

# 2
Computed, not measured: an isolated ion of composition C2H3FO2P and charge -1, with wB97M-V/def2-TZVPD.

XYZ file:
```
9
Properties=species:S:1:pos:R:3
C 0.560 -0.287 -0.463
C -0.853 0.475 -0.605
O -3.463 1.117 -0.003
O -3.053 -1.337 -0.135
F 1.817 0.395 -0.526
P -2.496 0.011 -0.057
H 0.676 -0.926 -1.279
H 0.791 -0.828 0.461
H -0.870 1.615 -0.211
```

As for the charge: -1. The electronic energy comes out at -18224.7310 eV. The value obtained for the energy above the lowest of the compared OMol25 structures with the same formula, charge and spin is 68.7 kcal/mol. The gap between HOMO and LUMO is 0.286 Eh. The LUMO energy comes out at 0.1526 Eh. The calculation puts the HOMO energy at -0.13343 hartree. As for the multiplicity: 1.

Atomic partial charges in e from the Löwdin method, atoms 1 to 8: atom 1 (C): -0.28, atom 2 (C): -0.28, atom 3 (O): -0.42, atom 4 (O): -0.41, atom 5 (F): -0.15, atom 6 (P): 0.37, atom 7 (H): 0.05, atom 8 (H): 0.09